Entry 1:
# C18H54BIN20O12

A cluster of 10 separate species, C18H54BIN20O12 in total in a non-equilibrium geometry (ωB97M-V with the def2-TZVPD basis set, the Open Molecules 2025 dataset).

```
106
Properties=species:S:1:pos:R:3:forces:R:3
C -2.082 -2.711 -5.768 -0.15 0.04 0.35
C -2.105 -3.039 -4.281 0.40 0.15 -0.60
O -3.069 -2.253 -3.638 -0.20 0.09 0.62
C -0.672 -2.962 -3.675 -0.49 -0.54 0.17
C -0.482 -1.994 -2.535 1.14 0.94 0.50
I -1.567 -2.549 -0.723 -0.63 -0.05 -0.29
C 1.010 -1.894 -2.025 -0.26 0.14 -1.02
C 1.387 -0.402 -2.054 -1.30 0.61 -0.29
B 0.816 0.541 -0.873 0.33 -0.47 0.72
O -0.113 1.524 -1.146 0.79 0.61 -0.12
N 1.221 0.394 0.533 -0.35 0.16 -0.19
C 1.539 1.745 1.053 0.06 -0.25 -0.13
C 0.095 -0.146 1.331 0.66 -0.32 -0.40
C 0.544 -0.027 -3.264 -0.04 -2.12 3.70
O 0.819 0.606 -4.206 0.49 2.18 -2.75
N -0.689 -0.653 -3.022 -0.47 0.25 -1.58
H -1.554 -1.784 -5.966 0.22 0.15 -0.11
H -1.644 -3.520 -6.339 0.24 -0.09 -0.28
H -3.107 -2.547 -6.072 -0.31 -0.15 -0.17
H -2.439 -4.065 -4.198 -0.23 -0.25 0.31
H -3.078 -1.348 -3.978 -0.29 -0.02 -0.25
H 0.012 -2.651 -4.464 0.21 0.13 -0.05
H -0.367 -3.960 -3.379 0.13 -0.20 0.19
H 1.552 -2.316 -2.868 0.55 -0.56 0.35
H 1.160 -2.403 -1.095 0.34 -0.31 0.24
H 2.430 -0.222 -2.257 0.44 -0.08 0.10
H 0.168 2.100 -1.871 -0.57 -0.27 -0.22
H 0.673 2.245 1.468 -0.30 0.13 0.10
H 2.299 1.703 1.820 0.17 -0.14 0.22
H 1.907 2.405 0.277 0.27 0.08 -0.23
H 0.163 -1.222 1.460 0.06 -0.19 -0.03
H 0.117 0.314 2.305 -0.29 0.21 0.36
H -0.854 0.044 0.840 -0.38 0.21 0.29
H -1.181 -0.569 -3.909 -0.58 -0.21 0.42
N 1.555 6.133 3.023 -0.12 0.08 -0.10
C 2.245 4.969 3.243 0.13 0.04 0.16
N 2.911 4.905 4.428 -0.08 -0.19 0.08
O 2.259 4.061 2.430 -0.02 0.15 -0.01
H 1.530 6.894 3.674 0.03 -0.03 0.01
H 1.055 6.212 2.158 0.03 -0.01 0.02
H 3.429 4.066 4.630 0.19 0.11 -0.02
H 2.922 5.650 5.098 0.04 0.02 -0.04
N -6.463 0.086 -4.570 0.02 -0.04 0.19
C -5.483 0.136 -5.522 -0.29 0.10 -0.12
N -5.904 0.420 -6.782 0.17 -0.13 -0.08
O -4.308 -0.062 -5.250 0.31 -0.16 0.07
H -7.433 0.245 -4.764 0.03 0.02 -0.03
H -6.180 -0.124 -3.630 0.00 -0.01 -0.03
H -5.201 0.470 -7.505 0.16 0.15 -0.18
H -6.863 0.582 -7.021 0.00 0.01 0.07
N -4.483 -0.142 4.037 -0.03 -0.02 0.13
C -3.520 -0.091 3.066 0.01 0.03 -0.14
N -3.962 0.283 1.828 0.14 0.00 -0.06
O -2.352 -0.359 3.288 -0.07 -0.04 0.10
H -5.448 0.075 3.876 0.02 0.00 -0.03
H -4.190 -0.414 4.957 0.00 0.00 -0.03
H -3.273 0.330 1.097 -0.04 -0.02 -0.01
H -4.914 0.509 1.616 0.01 -0.01 0.04
N -2.315 -0.399 -10.590 0.01 0.13 -0.14
C -3.012 -0.376 -9.417 0.11 -0.28 0.05
N -2.976 -1.531 -8.698 -0.05 -0.08 -0.04
O -3.624 0.613 -9.042 -0.28 0.12 0.07
H -1.805 -1.199 -10.915 -0.01 -0.02 0.06
H -2.320 0.438 -11.143 0.01 -0.02 0.03
H -3.479 -1.548 -7.830 0.06 0.08 0.01
H -2.480 -2.358 -8.989 -0.05 -0.04 0.01
N -4.091 -6.163 -10.050 0.08 -0.02 -0.15
C -3.440 -5.469 -9.072 -0.20 -0.04 0.09
N -4.109 -5.379 -7.884 0.06 0.08 0.11
O -2.344 -4.962 -9.243 0.07 0.20 -0.03
H -4.992 -6.584 -9.928 0.02 0.01 0.03
H -3.628 -6.248 -10.936 -0.01 0.00 0.03
H -3.661 -4.875 -7.140 -0.02 -0.02 -0.01
H -5.011 -5.786 -7.722 0.01 0.00 -0.02
N 5.586 1.901 3.263 -0.01 0.12 0.12
C 6.360 2.854 3.858 -0.20 -0.34 -0.28
N 7.555 3.106 3.242 0.18 0.11 0.03
O 6.012 3.439 4.869 -0.10 0.21 0.17
H 5.852 1.410 2.431 0.00 0.04 0.00
H 4.701 1.686 3.693 -0.01 -0.18 0.02
H 8.147 3.801 3.657 -0.03 -0.02 0.00
H 7.862 2.637 2.411 -0.05 -0.01 0.02
N 2.011 -1.467 3.804 0.06 0.20 0.03
C 2.967 -1.027 4.662 -0.01 -0.48 -0.17
N 3.547 -1.979 5.444 0.16 0.13 0.04
O 3.290 0.156 4.734 -0.03 0.17 0.09
H 1.731 -2.426 3.723 0.02 0.01 0.03
H 1.568 -0.779 3.222 -0.01 -0.05 -0.07
H 4.252 -1.676 6.094 -0.06 0.00 0.05
H 3.301 -2.950 5.410 -0.05 0.03 0.00
N 1.547 -0.012 9.628 0.11 -0.04 0.22
C 2.459 -0.007 8.606 -0.37 0.00 -0.19
N 1.965 0.362 7.394 0.20 0.06 0.00
O 3.631 -0.310 8.775 0.10 0.05 0.10
H 0.583 0.234 9.511 0.02 0.00 -0.04
H 1.877 -0.279 10.537 -0.01 0.02 -0.03
H 2.609 0.379 6.615 -0.05 0.13 -0.14
H 1.006 0.611 7.239 0.00 -0.03 0.02
N 4.595 2.612 10.186 -0.05 -0.02 0.06
C 4.277 3.909 10.453 0.06 -0.14 -0.06
N 3.193 4.388 9.763 -0.17 0.13 -0.02
O 4.901 4.597 11.241 -0.01 0.09 0.06
H 4.087 2.036 9.540 0.11 -0.13 -0.03
H 5.383 2.223 10.670 -0.01 0.00 -0.05
H 2.928 5.340 9.932 0.03 -0.03 0.01
H 2.667 3.841 9.109 0.06 -0.03 -0.01
```
Forces are in eV/Å.

Results
highest occupied orbital energy = -8.114 eV
2S+1 = 1
SMILES = C[C@H](O)C[C@@]1(I)C[C@H](B(O)N(C)C)C(=O)N1.NC(N)=O.NC(N)=O.NC(N)=O.NC(N)=O.NC(N)=O.NC(N)=O.NC(N)=O.NC(N)=O.NC(N)=O
DFT total energy = -3039.2474 Eh

Löwdin atomic charge list, values in e, 6 entries: number 1, C, carries -0.058; number 2, C, carries -0.434; number 3, O, carries -0.097; number 4, C, carries -0.158; number 5, C, carries -0.762; number 6, I, carries 0.980



Entry 2:
# C18H54BrHfO9S9

A structure of composition C18H54BrHfO9S9 in a non-equilibrium geometry (ωB97M-V with the def2-TZVPD basis set, the Open Molecules 2025 dataset).

```
92
Properties=species:S:1:pos:R:3:forces:R:3
Hf 15.951 18.030 -2.478 -0.28 -0.34 -0.07
Br 17.468 20.256 -3.357 -0.51 -0.92 0.65
C 15.742 17.783 -7.816 0.40 1.07 -0.25
S 15.306 19.087 -6.527 -0.59 -0.84 0.67
O 15.727 18.549 -5.149 -0.22 0.94 -2.66
C 16.404 20.441 -7.062 0.47 -0.82 -0.21
H 16.827 17.710 -7.887 -0.05 -0.24 0.26
H 15.431 18.102 -8.811 -0.26 0.59 0.12
H 15.260 16.812 -7.707 0.09 0.32 0.69
H 17.375 19.996 -7.277 0.15 0.26 0.13
H 16.494 21.208 -6.293 -0.14 -0.31 0.15
H 16.030 20.887 -7.984 -0.28 -0.17 0.03
C 11.856 20.036 -4.248 -0.12 -0.31 -0.44
S 13.131 20.451 -3.019 1.66 0.21 -1.64
O 14.171 19.335 -2.975 -1.05 0.73 -1.04
C 13.963 21.771 -4.071 -0.43 -0.07 0.78
H 11.216 19.178 -4.043 0.27 -0.06 0.73
H 12.276 19.819 -5.231 0.38 0.31 0.05
H 11.183 20.891 -4.312 0.17 0.22 0.03
H 13.331 22.651 -4.184 -0.31 -0.14 0.23
H 14.230 21.430 -5.072 -0.07 -0.48 0.27
H 14.846 22.067 -3.505 0.07 -0.22 -0.07
C 12.181 16.007 0.160 0.37 -0.34 -1.12
S 12.891 17.651 -0.275 -0.73 0.04 0.05
O 13.932 17.470 -1.328 -0.69 -1.16 0.14
C 11.345 18.190 -1.104 -0.43 0.23 -0.16
H 11.448 16.015 0.967 0.08 0.42 -0.07
H 12.938 15.248 0.357 0.34 0.48 0.35
H 11.736 15.673 -0.778 -0.35 -0.07 0.12
H 10.899 17.474 -1.794 0.47 -0.44 0.15
H 11.439 19.108 -1.685 0.51 0.04 0.43
H 10.572 18.387 -0.362 0.21 -0.04 0.36
C 14.129 20.151 1.658 -1.07 0.27 -0.78
S 15.392 20.476 0.356 0.79 1.03 -0.40
O 15.418 19.579 -0.874 -0.87 1.50 0.90
C 14.706 22.131 -0.147 -0.02 0.30 0.45
H 13.092 20.349 1.385 -0.04 -0.15 -0.74
H 14.280 20.966 2.365 0.74 -0.31 0.32
H 14.121 19.144 2.074 0.60 0.28 0.02
H 14.669 22.813 0.702 -0.18 -0.61 0.76
H 13.693 22.087 -0.547 0.13 -0.34 -0.13
H 15.355 22.765 -0.751 0.36 -0.96 -0.69
C 18.586 14.737 -5.363 -0.38 0.08 0.71
S 17.663 16.353 -5.527 -1.24 -0.76 -0.05
O 17.071 16.777 -4.164 2.18 -0.99 -1.13
C 19.012 17.354 -6.199 0.79 0.31 0.69
H 19.485 14.708 -4.748 0.08 0.64 -0.05
H 18.811 14.295 -6.334 -0.08 0.58 -0.27
H 17.904 14.031 -4.889 -0.33 0.23 -0.03
H 19.296 17.045 -7.205 -0.47 -0.69 -0.04
H 19.904 17.210 -5.590 0.00 0.33 0.12
H 18.770 18.411 -6.316 -0.30 -0.07 0.60
C 16.168 15.309 1.462 -0.41 0.45 0.47
S 17.053 16.870 0.985 0.05 -0.77 -2.04
O 16.304 17.492 -0.227 0.44 -0.56 3.42
C 16.912 17.834 2.527 -1.18 0.30 -0.15
H 16.465 15.081 2.486 0.18 0.00 -0.03
H 16.368 14.438 0.837 0.69 0.48 -0.26
H 15.080 15.369 1.462 -0.04 0.69 0.01
H 15.870 18.111 2.686 -0.01 -0.10 0.09
H 17.491 18.758 2.518 0.19 -0.19 -0.57
H 17.248 17.254 3.386 0.09 -0.37 -0.31
C 11.737 15.816 -4.195 -0.26 0.67 -0.31
S 13.331 16.583 -4.840 1.92 -1.79 1.21
O 14.422 16.800 -3.764 -1.83 -0.59 -0.53
C 14.072 15.057 -5.625 -1.03 0.08 -1.25
H 11.094 15.607 -5.049 0.64 -0.38 -0.71
H 11.085 16.588 -3.785 0.63 0.31 0.64
H 11.728 14.926 -3.566 0.62 0.17 0.04
H 14.687 15.372 -6.468 0.16 0.31 0.36
H 13.298 14.462 -6.110 -0.39 0.15 0.11
H 14.652 14.345 -5.037 -0.13 0.71 0.74
C 14.582 13.562 -1.902 0.54 0.59 -0.95
S 16.078 14.372 -2.599 -0.76 0.89 0.85
O 16.040 15.786 -1.967 0.13 -2.12 -0.11
C 17.359 13.348 -1.757 -0.28 0.56 -0.15
H 14.447 13.879 -0.868 0.19 -0.26 -0.06
H 14.675 12.490 -2.078 -0.04 0.00 0.31
H 13.777 13.952 -2.525 -0.11 -0.02 0.17
H 17.780 12.686 -2.513 0.07 0.15 -0.06
H 16.982 12.723 -0.947 -0.15 0.31 0.06
H 18.098 14.070 -1.410 0.10 -0.19 0.02
C 20.219 16.419 -0.443 -0.44 -0.94 -0.83
S 19.448 16.697 -2.130 0.39 2.33 1.09
O 18.078 17.392 -1.934 2.27 -0.12 0.33
C 20.758 18.045 -2.491 -0.89 -0.40 -0.78
H 20.046 17.243 0.249 0.04 -0.03 -0.32
H 21.269 16.211 -0.647 0.12 0.54 -0.11
H 19.888 15.459 -0.047 -0.55 0.22 0.15
H 20.534 18.461 -3.473 -0.34 0.10 0.13
H 21.753 17.611 -2.593 -0.17 -0.44 0.34
H 20.758 18.840 -1.746 -0.30 -0.26 0.10
```
Forces are in eV/Å.

Results
highest occupied orbital energy = -15.230 eV
2S+1 = 1
DFT total energy = -7600.0960 Eh
charge = +3
energy relative to the best compared isomer or geometry (same formula, charge and spin) = 103.0 kcal/mol

Löwdin atomic charge list, values in e, 6 entries: number 1, Hf, carries 1.730; number 2, Br, carries 0.081; number 3, C, carries -0.211; number 4, S, carries 0.867; number 5, O, carries -0.756; number 6, C, carries -0.230